Entry 1:
Here is a structure of composition C28H31Cl3O2OsSi from OMol25. Energies are from ωB97M-V/def2-TZVPD.

Properties
E_HOMO (spin up / spin down) = -0.69 / -1.19 eV
Charge = -2
2S+1 = 5
⟨S²⟩ = 6.032
HOMO-LUMO gap (spin up / spin down) = 4.9 / 5.3 eV
E_LUMO (spin up / spin down) = 4.181 / 4.132 eV
ΔE to the lowest compared entry with this formula, charge and spin = 48.2 kcal per mole

Last column: Mulliken spin population.
CARTESIAN COORDINATES (ANGSTROEM)
C1 -3.5358 -0.6494 -0.9167  -0.127
C2 -3.5367 0.6180 -1.6396  0.006
C3 -3.3143 1.6619 -0.7170  0.245
C4 -3.8346 0.7817 -3.0908  -0.001
C5 -3.1005 1.0851 0.6065  0.042
C6 -3.4511 -0.3254 0.5194  0.244
C7 -3.6795 -1.2738 1.6317  -0.012
C8 -3.8120 -1.9615 -1.5239  0.008
C9 -3.3492 3.1094 -1.0503  0.010
C10 -2.7761 1.8187 1.8461  -0.063
Os1 -1.6412 -0.2795 -0.1848  2.003
Cl1 -0.6134 1.1015 -4.6515  -0.001
Cl2 -0.7292 -1.8772 -1.5113  0.120
Cl3 -0.3149 1.8943 -0.7528  0.156
H1 -3.6121 -0.1329 -3.6378  0.002
H2 -3.1760 1.5299 -3.5158  -0.001
H3 -4.8649 1.0623 -3.3170  -0.001
H4 -2.7539 3.3303 -1.9373  0.006
H5 -3.0169 3.7119 -0.2149  0.002
H6 -4.3694 3.4333 -1.2630  0.016
H7 -2.0323 2.6154 1.7615  0.000
H8 -2.4370 1.1454 2.6291  0.007
H9 -3.7191 2.2780 2.1127  -0.001
H10 -4.0356 -0.7293 2.5578  0.005
H11 -2.7928 -1.8299 1.8344  0.019
H12 -4.5018 -1.9320 1.2706  0.002
H13 -3.3927 -2.1007 -2.5189  0.005
H14 -4.8905 -1.9744 -1.6069  0.001
H15 -3.5002 -2.7808 -0.8948  -0.001
O1 -1.3124 -2.6053 0.9463  0.197
H16 -1.2511 -3.5164 1.2710  -0.021
O2 -0.1892 -0.2016 1.2184  0.197
Si1 1.3095 -0.0409 0.5953  0.024
C11 2.2229 0.9423 1.9306  0.012
C12 2.1021 2.3309 1.9996  0.001
C13 2.8247 3.0798 2.9321  0.001
C14 3.6565 2.4432 3.8527  0.001
C15 3.7549 1.0488 3.8175  0.000
C16 3.0606 0.2996 2.8535  0.004
C17 2.1474 -1.7064 0.5698  0.059
C18 3.5468 -1.9968 0.4787  0.075
C19 3.9576 -3.3368 0.6350  -0.032
C20 2.9995 -4.3305 0.9285  0.047
C21 1.6214 -4.0107 0.9348  -0.061
C22 1.2672 -2.7289 0.6009  0.510
C23 2.0578 0.4092 -1.0743  0.023
C24 2.6035 1.6890 -1.2792  0.003
C25 3.1180 2.0099 -2.5315  0.003
C26 3.2317 1.0573 -3.5452  -0.001
C27 2.7522 -0.2238 -3.3122  0.002
C28 2.1879 -0.5508 -2.0783  -0.015
H17 1.3569 2.8267 1.3685  0.001
H18 2.6968 4.1603 2.9615  0.000
H19 4.2320 3.0292 4.5678  0.000
H20 4.3462 0.5412 4.5722  0.000
H21 3.0908 -0.7896 2.8736  -0.004
H22 4.3067 -1.2431 0.2629  -0.001
H23 5.0115 -3.6474 0.5626  0.001
H24 3.2791 -5.3574 1.1452  0.005
H25 0.8400 -4.6972 1.2602  0.009
H26 -0.3504 -2.4621 0.5766  0.260
H27 2.6156 2.4412 -0.4803  -0.001
H28 3.4449 3.0289 -2.6996  0.000
H29 3.6646 1.3189 -4.5099  0.000
H30 2.7599 -0.9721 -4.0957  0.000
H31 1.8203 -1.5694 -1.9343  0.013

***

Entry 2:
Here is a cluster of 2 separate species, C28H31ClFNO3 in total from OMol25. Energies are from ωB97M-V/def2-TZVPD.

Properties
E_HOMO = -9.10 eV
SMILES string = CC[C@H](Cl)[C@@]1(C[C@@H](C)F)OC(=O)O[C@]1(Cc1ccccc1C)c1ccncc1.c1ccccc1
2S+1 = 1
HOMO-LUMO gap = 9.6 eV
E_LUMO = 0.496 eV

Last column: Löwdin charge in e.
CARTESIAN COORDINATES (ANGSTROEM)
C1 4.8066 1.5899 2.0937  -0.086
C2 4.2121 0.3103 1.5092  -0.286
C3 2.7750 0.0716 1.9610  -0.550
Cl1 2.8392 -0.8415 3.5129  0.727
C4 1.8772 -0.6330 0.9206  -0.312
C5 2.5766 -1.7248 0.1162  -0.043
C6 2.9211 -2.9986 0.8746  -0.351
C7 2.9851 -4.2218 -0.0430  -0.015
F1 4.1741 -2.8707 1.4715  -0.037
O1 0.7689 -1.2607 1.6505  0.056
C8 -0.1591 -1.5426 0.7127  -0.576
O2 -0.9323 -2.4125 0.7513  0.220
O3 -0.0124 -0.6847 -0.3260  0.074
C9 0.9827 0.2658 0.0322  -0.296
C10 0.3421 1.5073 0.7108  -0.015
C11 -0.9777 1.2587 1.4109  -0.154
C12 -2.1041 0.9058 0.6494  -0.033
C13 -3.3486 0.6798 1.2256  -0.070
C14 -3.5089 0.8060 2.6023  -0.068
C15 -2.4080 1.1796 3.3696  -0.041
C16 -1.1465 1.4075 2.8013  -0.199
C17 -0.0486 1.8278 3.7510  -0.026
C18 1.7317 0.7176 -1.1944  -0.142
C19 2.6918 1.7178 -1.1173  -0.019
C20 3.3669 2.0947 -2.2590  -0.128
N1 3.1600 1.5907 -3.4784  0.074
C21 2.2228 0.6465 -3.5306  -0.128
C22 1.5050 0.1734 -2.4461  0.006
H1 4.8239 1.5434 3.1778  0.074
H2 4.2415 2.4562 1.7549  0.067
H3 5.8226 1.6930 1.7292  0.077
H4 4.8375 -0.5271 1.7940  0.097
H5 4.2792 0.3668 0.4252  0.093
H6 2.3620 1.0280 2.2446  0.058
H7 3.5019 -1.3619 -0.3200  0.138
H8 1.9609 -2.0116 -0.7270  0.125
H9 2.2148 -3.2158 1.6683  0.137
H10 2.2819 -4.1475 -0.8644  0.079
H11 2.6888 -5.1003 0.5222  0.080
H12 3.9960 -4.3802 -0.4003  0.085
H13 1.0208 1.9948 1.3952  0.102
H14 0.1498 2.2263 -0.0800  0.138
H15 -1.9884 0.7906 -0.4191  0.116
H16 -4.1622 0.3833 0.5831  0.090
H17 -4.4760 0.6091 3.0359  0.101
H18 -2.5359 1.2838 4.4370  0.107
H19 -0.2568 1.4385 4.7392  0.082
H20 -0.0759 2.9144 3.8452  0.093
H21 0.9413 1.5451 3.4304  0.036
H22 2.9184 2.2049 -0.1821  0.108
H23 4.1272 2.8592 -2.1778  0.108
H24 2.0173 0.2269 -4.5056  0.107
H25 0.7769 -0.6082 -2.5826  0.121
C23 -4.8910 -0.7574 -2.7573  -0.095
C24 -5.3877 0.5048 -2.4627  -0.101
C25 -6.5612 0.9473 -3.0568  -0.097
C26 -7.2370 0.1277 -3.9500  -0.098
C27 -6.7376 -1.1323 -4.2498  -0.098
C28 -5.5656 -1.5755 -3.6528  -0.096
H26 -3.9786 -1.1044 -2.2882  0.099
H27 -4.8583 1.1452 -1.7679  0.090
H28 -6.9490 1.9306 -2.8239  0.100
H29 -8.1533 0.4710 -4.4126  0.099
H30 -7.2629 -1.7700 -4.9489  0.100
H31 -5.1778 -2.5589 -3.8848  0.100

***

Entry 3:
Here is a structure of composition C28H31GaNO4PSSe2 from OMol25. Energies are from ωB97M-V/def2-TZVPD.

Properties
E_HOMO = -12.97 eV
Charge = +2
2S+1 = 1
HOMO-LUMO gap = 5.5 eV
E_LUMO = -7.518 eV
ΔE to the lowest compared entry with this formula, charge and spin = 0.0 kcal per mole

Last column: Löwdin charge in e.
CARTESIAN COORDINATES (ANGSTROEM)
Ga1 0.6013 -2.0237 0.4548  0.486
C1 0.2399 -5.5527 -1.2402  -0.343
Se1 -0.4582 -3.7624 -1.5196  0.884
C2 0.5831 -3.2284 -3.0768  -0.517
C3 2.0822 -3.2277 -2.8618  -0.511
Se2 2.6750 -1.8189 -1.6414  0.888
C4 3.7521 -2.9306 -0.4651  -0.406
H1 -0.0288 -6.1642 -2.0969  0.042
H2 -0.2466 -5.9438 -0.3503  0.034
H3 1.3159 -5.5495 -1.0909  0.022
H4 0.2038 -2.2309 -3.3024  0.044
H5 0.3216 -3.8712 -3.9180  0.089
H6 2.5863 -3.0923 -3.8179  0.080
H7 2.4418 -4.1594 -2.4292  0.057
H8 4.5393 -3.4142 -1.0372  0.040
H9 3.1315 -3.6735 0.0330  0.005
H10 4.2077 -2.2713 0.2700  0.026
N1 1.1143 -2.2224 4.0134  0.211
C5 1.2005 -1.0164 4.5278  -0.236
C6 2.3768 -0.2244 4.2903  0.032
C7 2.4466 1.0334 4.7534  0.055
C8 1.2851 1.6136 5.4074  -0.377
C9 0.1491 0.7745 5.7474  0.055
C10 0.0935 -0.4782 5.2690  0.034
S1 0.8271 3.2172 4.7671  0.739
O1 -0.5582 3.5134 4.8036  -0.186
O2 1.7334 3.7879 3.8385  -0.193
O3 1.4693 2.9023 6.1774  -0.071
H11 0.3447 -2.8261 4.2705  0.143
H12 1.9415 -2.7116 3.7003  0.133
H13 3.2008 -0.6605 3.7413  0.135
H14 3.3251 1.6502 4.6174  0.153
H15 -0.6436 1.1981 6.3501  0.154
H16 -0.7675 -1.1064 5.4571  0.138
O4 -0.4931 -0.5673 -0.3227  -0.549
P1 -0.9914 0.6821 -1.0489  0.859
C11 0.2993 1.9232 -1.0649  -0.279
C12 0.2695 3.0043 -0.1863  -0.061
C13 1.3226 3.9080 -0.1624  -0.057
C14 2.4082 3.7285 -1.0075  -0.050
C15 2.4473 2.6473 -1.8804  -0.055
C16 1.3960 1.7477 -1.9119  -0.099
C17 -1.4581 0.3486 -2.7436  -0.278
C18 -1.3299 1.3191 -3.7371  -0.070
C19 -1.7626 1.0486 -5.0259  -0.048
C20 -2.3254 -0.1842 -5.3282  -0.045
C21 -2.4673 -1.1490 -4.3390  -0.056
C22 -2.0391 -0.8807 -3.0490  -0.102
C23 -2.4209 1.3444 -0.2025  -0.288
C24 -3.0743 2.4637 -0.7194  -0.069
C25 -4.1974 2.9625 -0.0833  -0.050
C26 -4.6777 2.3416 1.0643  -0.051
C27 -4.0344 1.2248 1.5763  -0.064
C28 -2.9043 0.7249 0.9450  -0.070
H17 -0.5831 3.1545 0.4646  0.108
H18 1.2887 4.7590 0.5043  0.114
H19 3.2251 4.4379 -0.9947  0.116
H20 3.2928 2.5137 -2.5418  0.116
H21 1.4244 0.9141 -2.6046  0.092
H22 -0.8819 2.2797 -3.5146  0.113
H23 -1.6577 1.8011 -5.7957  0.117
H24 -2.6609 -0.3901 -6.3359  0.118
H25 -2.9221 -2.1039 -4.5675  0.118
H26 -2.1799 -1.6223 -2.2723  0.074
H27 -2.7110 2.9465 -1.6195  0.116
H28 -4.7033 3.8296 -0.4853  0.117
H29 -5.5618 2.7277 1.5537  0.116
H30 -4.4203 0.7374 2.4617  0.110
H31 -2.4025 -0.1529 1.3329  0.097